Entry 1:
The following is a DFT calculation (ωB97M-V/def2-TZVPD) of a 7-piece molecular cluster, C38H97N7O12 overall.

Last column: Löwdin charge in e.
Cartesian coordinates (Å):
1 C 3.85 0.01 -2.35  -0.11
2 O 2.84 -0.95 -2.39  -0.18
3 C 1.59 -0.47 -2.79  -0.24
4 C 0.70 -1.59 -3.27  -0.40
5 C -0.62 -1.01 -3.75  -0.06
6 N 0.31 -2.50 -2.16  0.05
7 H 3.56 0.77 -1.61  0.09
8 H 4.16 0.40 -3.32  0.09
9 H 4.74 -0.47 -1.94  0.08
10 H 1.12 0.07 -1.94  0.12
11 H 1.66 0.38 -3.50  0.13
12 H 1.27 -2.19 -3.97  0.15
13 H -1.16 -0.57 -2.91  0.08
14 H -1.23 -1.65 -4.36  0.06
15 H -0.41 -0.12 -4.38  0.07
16 H 1.10 -3.02 -1.77  0.06
17 H -0.02 -1.90 -1.40  0.05
18 C 0.20 -5.51 -0.46  -0.14
19 O 0.15 -6.45 0.55  -0.19
20 C 0.35 -5.97 1.85  -0.23
21 C 0.34 -7.17 2.78  -0.43
22 C 0.63 -6.83 4.26  -0.06
23 N 1.24 -8.26 2.33  0.02
24 H -0.26 -4.53 -0.31  0.07
25 H -0.29 -5.99 -1.31  0.09
26 H 1.22 -5.28 -0.81  0.08
27 H 1.25 -5.36 2.00  0.13
28 H -0.48 -5.28 2.11  0.13
29 H -0.66 -7.62 2.69  0.14
30 H 1.03 -7.68 4.79  0.07
31 H -0.32 -6.51 4.70  0.07
32 H 1.29 -5.96 4.33  0.07
33 H 1.04 -8.43 1.34  0.07
34 H 2.22 -7.95 2.30  0.07
35 C -3.97 -3.24 -3.04  -0.11
36 O -4.78 -2.54 -3.94  -0.18
37 C -4.03 -1.77 -4.84  -0.24
38 C -4.95 -0.88 -5.66  -0.19
39 N -4.42 -0.57 -6.99  -0.06
40 C -3.00 -0.28 -7.09  -0.19
41 C -2.59 1.07 -6.46  -0.21
42 O -2.69 2.09 -7.42  -0.18
43 C -2.98 3.38 -7.06  -0.14
44 H -3.34 -3.97 -3.57  0.10
45 H -4.63 -3.76 -2.35  0.09
46 H -3.29 -2.61 -2.44  0.07
47 H -3.34 -2.42 -5.39  0.12
48 H -3.40 -1.09 -4.25  0.10
49 H -4.94 0.12 -5.21  0.08
50 H -5.96 -1.27 -5.59  0.12
51 H -4.87 0.24 -7.38  0.11
52 H -2.75 -0.24 -8.15  0.12
53 H -2.36 -1.01 -6.60  0.09
54 H -1.54 0.96 -6.17  0.11
55 H -3.25 1.27 -5.61  0.11
56 H -3.72 3.77 -7.76  0.09
57 H -2.11 4.04 -7.18  0.08
58 H -3.37 3.50 -6.04  0.09
59 C -3.07 -1.94 0.65  -0.10
60 O -1.93 -1.15 0.36  -0.22
61 C -1.30 -0.62 1.53  -0.21
62 C -0.14 0.19 1.06  -0.22
63 N 0.80 0.56 2.13  -0.05
64 C 0.29 1.53 3.06  -0.21
65 C -0.14 2.91 2.59  -0.22
66 O -1.42 2.87 1.97  -0.21
67 C -2.02 4.15 1.82  -0.10
68 H -3.11 -2.68 -0.15  0.07
69 H -3.96 -1.31 0.69  0.09
70 H -3.02 -2.46 1.62  0.09
71 H -0.88 -1.49 2.04  0.13
72 H -2.02 -0.12 2.19  0.13
73 H -0.28 1.06 0.40  0.12
74 H 0.38 -0.47 0.35  0.10
75 H 1.61 0.91 1.62  0.10
76 H 1.09 1.73 3.79  0.11
77 H -0.49 1.07 3.67  0.12
78 H 0.62 3.35 1.92  0.12
79 H -0.17 3.55 3.48  0.12
80 H -2.67 4.32 2.68  0.09
81 H -2.64 4.06 0.92  0.06
82 H -1.35 5.00 1.66  0.09
83 C -10.70 0.76 -5.54  -0.12
84 O -9.76 -0.23 -5.24  -0.17
85 C -8.64 0.26 -4.60  -0.26
86 C -8.82 0.91 -3.22  -0.22
87 N -7.64 0.75 -2.41  -0.07
88 C -6.41 1.29 -2.93  -0.19
89 C -5.35 1.26 -1.84  -0.22
90 O -4.41 2.28 -2.09  -0.20
91 C -3.33 2.19 -1.18  -0.11
92 H -10.95 1.39 -4.69  0.08
93 H -11.63 0.26 -5.84  0.09
94 H -10.34 1.34 -6.40  0.09
95 H -8.08 0.96 -5.24  0.12
96 H -7.95 -0.58 -4.49  0.12
97 H -9.68 0.42 -2.77  0.13
98 H -9.07 1.98 -3.41  0.11
99 H -7.76 0.90 -1.42  0.10
100 H -6.50 2.36 -3.20  0.13
101 H -6.05 0.71 -3.78  0.08
102 H -4.83 0.29 -1.83  0.12
103 H -5.77 1.52 -0.86  0.13
104 H -2.65 2.99 -1.42  0.09
105 H -2.93 1.17 -1.18  0.08
106 H -3.69 2.34 -0.14  0.08
107 C 3.97 4.75 2.50  -0.10
108 O 2.83 4.33 3.24  -0.20
109 C 2.83 4.75 4.58  -0.22
110 C 3.81 3.93 5.44  -0.22
111 N 3.89 4.42 6.81  -0.06
112 C 4.59 3.48 7.70  -0.21
113 C 3.74 2.27 8.06  -0.27
114 O 4.31 1.66 9.18  -0.18
115 C 3.58 0.53 9.63  -0.10
116 H 4.20 5.82 2.62  0.09
117 H 3.73 4.55 1.46  0.09
118 H 4.87 4.22 2.81  0.06
119 H 1.82 4.55 4.94  0.12
120 H 3.03 5.82 4.79  0.12
121 H 4.79 3.88 4.93  0.11
122 H 3.45 2.90 5.39  0.11
123 H 4.53 5.21 6.78  0.11
124 H 4.85 4.00 8.63  0.12
125 H 5.56 3.15 7.28  0.12
126 H 3.80 1.57 7.21  0.12
127 H 2.66 2.48 8.07  0.13
128 H 2.54 0.85 9.82  0.09
129 H 4.07 0.11 10.49  0.08
130 H 3.45 -0.23 8.83  0.09
131 C 3.98 -0.52 3.28  -0.09
132 O 4.58 0.69 3.75  -0.20
133 C 5.47 1.23 2.80  -0.24
134 C 6.75 0.44 2.65  -0.21
135 N 7.73 1.20 1.87  -0.06
136 C 7.52 1.24 0.43  -0.20
137 C 7.56 -0.10 -0.28  -0.27
138 O 8.68 -0.81 0.16  -0.20
139 C 8.91 -2.02 -0.57  -0.08
140 H 4.75 -1.29 3.13  0.08
141 H 3.52 -0.33 2.31  0.07
142 H 3.31 -0.83 4.07  0.09
143 H 5.76 2.20 3.20  0.11
144 H 4.92 1.38 1.86  0.12
145 H 6.60 -0.57 2.24  0.11
146 H 7.20 0.35 3.64  0.13
147 H 8.67 0.87 2.05  0.11
148 H 8.28 1.90 0.00  0.12
149 H 6.56 1.73 0.25  0.11
150 H 7.54 0.05 -1.36  0.12
151 H 6.64 -0.65 0.00  0.11
152 H 9.50 -2.62 0.11  0.09
153 H 9.37 -1.77 -1.52  0.09
154 H 7.95 -2.53 -0.72  0.09

- energy relative to the best compared isomer or geometry (same formula, charge and spin) (kJ/mol) = 204.9
- molar mass (g/mol) = 844.23
- SMILES string = COC[C@H](C)N.COC[C@H](C)N.COCCNCCOC.COCCNCCOC.COCCNCCOC.COCCNCCOC.COCCNCCOC
- gap between HOMO and LUMO (eV) = 8.66
- F_max (eV Å⁻¹) = 2.18
- electronic energy (eV) = -75969.885


Entry 2:
The following is a DFT calculation (ωB97M-V/def2-TZVPD) of one molecule with the formula C2H7N.

Last column: Löwdin charge in e.
Cartesian coordinates (Å):
1 C -1.25 0.07 0.33  -0.15
2 C 0.30 -0.11 0.56  -0.28
3 N 0.97 -0.04 -0.89  -0.07
4 H -1.78 0.99 0.01  0.07
5 H -1.53 -0.55 -0.49  0.05
6 H -1.72 -0.11 1.28  0.05
7 H 0.69 0.71 1.36  0.14
8 H 0.42 -1.18 0.71  0.08
9 H 0.87 0.95 -1.28  0.07
10 H 1.98 -0.22 -0.74  0.04

- energy relative to the best compared isomer or geometry (same formula, charge and spin) (kJ/mol) = 98.7
- molar mass (g/mol) = 45.09
- SMILES string = CCN
- gap between HOMO and LUMO (eV) = 10.77
- F_max (eV Å⁻¹) = 3.71
- electronic energy (eV) = -3676.460


Entry 3:
The following is a DFT calculation (ωB97M-V/def2-TZVPD) of C37H53GeIrOPSi3 as an isolated structure.

Last column: Löwdin spin population.
Cartesian coordinates (Å):
1 Ir -0.34 -0.20 0.69  1.85
2 C -0.45 0.88 -2.98  0.01
3 O -0.59 1.09 -1.59  0.09
4 Si -1.67 2.11 -0.83  0.03
5 C -3.43 1.53 -1.22  0.00
6 C -1.53 3.81 -1.68  0.00
7 C -1.10 2.02 0.93  0.04
8 Si -2.46 1.96 2.18  0.01
9 C -3.46 0.35 1.99  0.03
10 C -1.90 2.00 3.99  0.00
11 C -3.64 3.46 2.06  0.00
12 Si 0.42 3.04 1.23  0.02
13 C 1.23 2.81 2.93  0.00
14 C 1.77 2.61 -0.04  0.02
15 C 0.15 4.92 1.18  0.00
16 H -0.16 1.81 -3.48  0.00
17 H -1.38 0.52 -3.43  0.00
18 H 0.31 0.12 -3.14  0.00
19 H -3.67 1.69 -2.27  0.00
20 H -4.17 2.08 -0.63  0.00
21 H -3.55 0.47 -1.01  0.00
22 H -1.93 3.80 -2.70  0.00
23 H -0.49 4.14 -1.73  0.00
24 H -2.09 4.56 -1.11  0.00
25 H -2.83 -0.42 1.52  0.02
26 H -4.35 0.49 1.36  0.00
27 H -3.79 -0.06 2.95  0.00
28 H -1.20 1.19 4.20  0.00
29 H -2.75 1.90 4.67  0.00
30 H -1.40 2.95 4.23  0.00
31 H -4.06 3.56 1.05  0.00
32 H -3.09 4.37 2.27  0.00
33 H -4.47 3.39 2.76  0.00
34 H 1.23 1.76 3.20  0.00
35 H 0.68 3.35 3.71  0.00
36 H 2.26 3.16 2.93  0.00
37 H 1.89 1.53 -0.11  0.01
38 H 2.74 3.04 0.23  0.00
39 H 1.51 2.97 -1.04  0.00
40 H -0.58 5.21 1.94  0.00
41 H -0.23 5.28 0.21  0.00
42 H 1.08 5.46 1.39  0.00
43 C -0.32 -1.96 -0.20  1.14
44 Ge -0.78 -3.42 -1.29  0.25
45 C -2.58 -4.21 -0.86  0.03
46 C -3.63 -3.34 -0.60  0.01
47 C -4.90 -3.80 -0.27  0.00
48 C -5.13 -5.17 -0.20  0.00
49 C -4.09 -6.05 -0.43  0.00
50 C -2.82 -5.58 -0.76  0.00
51 C -0.88 -2.96 -3.22  0.03
52 C 0.26 -3.04 -4.02  0.01
53 C 0.24 -2.64 -5.35  0.00
54 C -0.93 -2.14 -5.90  0.00
55 C -2.07 -2.05 -5.12  0.00
56 C -2.05 -2.45 -3.79  0.01
57 C 0.46 -4.97 -1.19  0.02
58 C 1.40 -5.03 -0.15  0.01
59 C 2.19 -6.15 0.05  0.00
60 C 2.05 -7.25 -0.78  0.00
61 C 1.15 -7.20 -1.84  0.00
62 C 0.37 -6.07 -2.04  0.00
63 H -3.45 -2.26 -0.63  0.01
64 H -5.70 -3.10 -0.07  0.00
65 H -6.11 -5.54 0.06  0.00
66 H -4.26 -7.12 -0.36  0.00
67 H -2.02 -6.28 -0.92  0.00
68 H 1.18 -3.43 -3.58  0.00
69 H 1.13 -2.72 -5.95  0.00
70 H -0.95 -1.82 -6.94  0.00
71 H -2.99 -1.67 -5.55  0.00
72 H -2.95 -2.39 -3.19  0.00
73 H 1.49 -4.17 0.50  0.01
74 H 2.90 -6.18 0.87  0.00
75 H 2.64 -8.14 -0.61  0.00
76 H 1.05 -8.06 -2.50  0.00
77 H -0.31 -6.05 -2.88  0.00
78 C 1.12 -0.48 4.56  0.06
79 P 0.40 -1.02 2.92  0.13
80 C 1.76 -2.23 2.53  0.01
81 C -0.90 -2.14 3.58  0.00
82 C -1.41 -2.05 4.87  0.01
83 C -2.39 -2.93 5.31  0.00
84 C -2.90 -3.90 4.46  0.01
85 C -2.42 -3.98 3.16  0.00
86 C -1.43 -3.12 2.73  0.03
87 H 0.48 0.25 5.05  0.00
88 H 2.08 0.00 4.36  0.00
89 H 1.28 -1.34 5.22  0.01
90 H 1.57 -3.18 3.03  0.00
91 H 2.72 -1.83 2.87  0.00
92 H 1.79 -2.37 1.45  0.01
93 H -1.06 -1.28 5.54  0.00
94 H -2.77 -2.85 6.32  0.00
95 H -3.67 -4.58 4.80  0.00
96 H -2.82 -4.72 2.47  0.00
97 H -1.06 -3.17 1.71  0.02

- energy relative to the best compared isomer or geometry (same formula, charge and spin) (kJ/mol) = 37.7
- molar mass (g/mol) = 893.89
- gap between HOMO and LUMO (spin up / spin down) (eV) = 5.44 / 7.02
- F_max (eV Å⁻¹) = 1.06
- electronic energy (eV) = -133554.382
- charge = -1
- multiplicity = 5


Entry 4:
The following is a DFT calculation (ωB97M-V/def2-TZVPD) of one molecule with the formula C6H13P.

Last column: Löwdin charge in e.
Cartesian coordinates (Å):
1 C -2.86 1.06 1.05  -0.13
2 C -1.73 0.75 0.03  -0.17
3 C -0.43 0.36 -0.24  -0.32
4 C -0.06 0.26 -1.76  -0.22
5 P 1.62 0.43 0.29  0.92
6 C 1.52 0.66 2.12  -0.34
7 C 1.69 -1.38 0.24  -0.34
8 H -3.36 2.02 0.87  0.06
9 H -2.43 1.20 2.11  0.08
10 H -3.73 0.36 1.01  0.07
11 H -2.27 0.56 -1.01  0.11
12 H -0.68 0.89 -2.35  0.06
13 H 0.96 0.51 -2.02  0.01
14 H -0.07 -0.74 -2.15  0.06
15 H 0.68 0.08 2.54  0.05
16 H 2.52 0.47 2.45  0.02
17 H 1.29 1.68 2.30  0.00
18 H 0.75 -1.80 -0.01  0.02
19 H 2.51 -1.67 -0.38  0.02
20 H 1.81 -1.90 1.20  0.04

- energy relative to the best compared isomer or geometry (same formula, charge and spin) (kJ/mol) = 259.9
- molar mass (g/mol) = 116.14
- SMILES string = C/C=C(/C)P(C)C
- gap between HOMO and LUMO (eV) = 9.57
- F_max (eV Å⁻¹) = 3.83
- electronic energy (eV) = -15718.297


Entry 5:
The following is a DFT calculation (ωB97M-V/def2-TZVPD) of an isolated ion of composition C3H7N2OS and charge +1.

Last column: Löwdin charge in e.
Cartesian coordinates (Å):
1 C 2.62 0.34 0.34  0.08
2 C 1.31 0.30 0.20  -0.29
3 C 0.75 -0.13 -1.03  -0.41
4 S -0.81 -1.20 -0.82  1.08
5 N -1.80 0.04 0.07  -0.47
6 N -2.95 -0.46 0.72  0.20
7 O -1.46 1.16 0.28  0.11
8 H 3.13 0.82 1.15  0.08
9 H 3.21 0.05 -0.50  0.07
10 H 0.70 0.54 1.05  0.09
11 H 1.43 -0.84 -1.47  0.09
12 H 0.49 0.69 -1.84  0.15
13 H -3.47 0.09 1.35  0.13
14 H -3.15 -1.40 0.51  0.10

- energy relative to the best compared isomer or geometry (same formula, charge and spin) (kJ/mol) = 521.6
- molar mass (g/mol) = 119.17
- SMILES string = C=CCS[N+](N)=O
- gap between HOMO and LUMO (eV) = 7.85
- F_max (eV Å⁻¹) = 4.77
- electronic energy (eV) = -19075.891
- charge = +1


Entry 6:
The following is a DFT calculation (ωB97M-V/def2-TZVPD) of C2H2N4 as an isolated structure.

Last column: Löwdin charge in e.
Cartesian coordinates (Å):
1 C 0.86 -0.18 0.18  -0.15
2 N 1.06 0.88 -0.50  0.04
3 N -0.10 1.65 -0.70  -0.08
4 N -1.16 1.15 -0.93  0.11
5 N -1.32 -0.61 -0.37  0.10
6 C -0.45 -0.75 0.54  -0.24
7 H 1.74 -0.81 0.30  0.11
8 H -0.62 -1.33 1.47  0.11

- energy relative to the best compared isomer or geometry (same formula, charge and spin) (kJ/mol) = 404.0
- molar mass (g/mol) = 82.07
- gap between HOMO and LUMO (spin up / spin down) (eV) = 9.01 / 9.01
- F_max (eV Å⁻¹) = 1.82
- electronic energy (eV) = -8061.945


Entry 7:
The following is a DFT calculation (ωB97M-V/def2-TZVPD) of a 2-piece molecular cluster, H4O2 overall.

Last column: Löwdin charge in e.
Cartesian coordinates (Å):
1 O -1.68 0.02 0.00  -0.08
2 H -1.09 -0.77 -0.03  0.03
3 H -1.04 0.75 0.01  0.03
4 O 1.57 -0.03 -0.12  -0.04
5 H 1.80 0.72 0.41  0.02
6 H 1.23 -0.62 0.57  0.04

- energy relative to the best compared isomer or geometry (same formula, charge and spin) (kJ/mol) = 21.3
- molar mass (g/mol) = 36.03
- SMILES string = O.O
- gap between HOMO and LUMO (eV) = 12.04
- F_max (eV Å⁻¹) = 1.23
- electronic energy (eV) = -4159.718


Entry 8:
The following is a DFT calculation (ωB97M-V/def2-TZVPD) of a 2-piece molecular cluster, C2H7N2O overall.

Last column: Löwdin charge in e.
Cartesian coordinates (Å):
1 C -1.96 0.46 0.14  -0.28
2 O -1.10 0.73 1.20  -0.25
3 H -1.80 -0.52 -0.32  0.06
4 H -1.81 1.19 -0.68  0.05
5 H -2.99 0.52 0.48  0.05
6 N 1.68 0.23 -0.98  -0.04
7 C 1.21 -0.42 0.14  -0.52
8 N 1.67 -1.59 0.40  -0.09
9 H 1.61 1.22 -0.95  0.03
10 H 2.29 -0.23 -1.65  0.03
11 H -0.16 0.35 0.92  0.00
12 H 1.34 -1.92 1.30  -0.05

- energy relative to the best compared isomer or geometry (same formula, charge and spin) (kJ/mol) = 111.5
- molar mass (g/mol) = 75.09
- gap between HOMO and LUMO (eV) = 6.47
- F_max (eV Å⁻¹) = 1.61
- electronic energy (eV) = -7214.225
- charge = -1